Computed, not measured: a cluster of 2 separate species, C10H15BF9O4S in total in a non-equilibrium geometry, with ωB97M-V/def2-TZVPD.

Structure (XYZ):
```
40
C10H15BF9O4S, DFT ωB97M-V/def2-TZVPD
O 0.025 0.611 -0.521
S 0.003 -0.938 -0.464
O 0.118 -1.385 1.036
B 1.599 -1.502 -1.361
C 2.930 -1.187 -0.442
C 4.053 -0.427 -1.408
C 3.588 1.063 -1.911
O 2.824 1.843 -0.919
C -1.440 -1.733 -1.377
F -1.417 -1.209 -2.760
F -1.101 -3.202 -1.466
C -2.878 -1.635 -0.605
F -2.824 -0.956 0.722
F -3.337 -3.045 -0.317
C -4.092 -0.931 -1.449
F -5.353 -1.221 -0.667
F -4.335 -1.528 -2.800
C -4.006 0.734 -1.487
F -2.638 1.252 -1.719
F -4.860 1.318 -2.586
F -4.612 1.277 -0.214
H 1.567 -2.645 -1.650
H 1.594 -0.882 -2.384
H 2.703 -0.603 0.549
H 3.387 -2.243 -0.137
H 4.251 -1.190 -2.303
H 5.034 -0.308 -0.738
H 2.971 0.920 -2.919
H 4.561 1.696 -2.151
H 3.210 1.579 -0.025
C -0.949 2.104 2.531
C 0.375 1.806 3.181
O 1.435 2.125 2.646
C 0.351 1.103 4.512
H -0.778 2.614 1.577
H -1.487 1.172 2.338
H -1.541 2.758 3.176
H -0.128 0.126 4.407
H -0.182 1.712 5.245
H 1.379 0.953 4.862
```

Values from the calculation:
- max |F| (eV/A) = 7.39
- net charge = -1
- total energy (eV) = -54766.5398

natural (NBO) atomic charge list, values in e, 4 entries:
1 O -0.901
2 S 1.766
3 O -0.932
4 B -0.351



Computed, not measured: a cluster of 3 separate species, C5H15NO2 in total in a non-equilibrium geometry, with ωB97M-V/def2-TZVPD.

Structure (XYZ):
```
23
C5H15NO2, DFT ωB97M-V/def2-TZVPD
C 0.228 -3.264 -1.867
C 0.278 -1.758 -1.883
N 0.091 1.263 -1.475
C 0.355 0.266 -0.467
C 0.252 -1.076 -0.625
C 0.882 0.765 0.785
H 0.966 -3.971 -2.396
H -0.861 -3.469 -2.244
H 0.078 -3.586 -0.850
H 1.344 -1.635 -2.307
H -0.387 -1.425 -2.608
H 0.227 2.254 -1.132
H -0.463 1.044 -2.375
H 0.070 -1.555 0.243
H 0.220 1.328 1.407
H 1.711 1.432 0.593
H 1.357 -0.017 1.458
H -4.472 -0.187 5.413
H -3.747 0.982 5.803
O -4.593 0.749 5.604
H 2.932 2.313 -0.202
H 2.657 1.644 -1.480
O 2.813 2.552 -1.185
```

Values from the calculation:
- max |F| (eV/A) = 4.74
- structure (SMILES) = CC/C=C(/C)N.O.O
- total energy (eV) = -11010.8627

natural (NBO) atomic charge list, values in e, 4 entries:
1 C -0.604
2 C -0.440
3 N -0.875
4 C 0.201



Computed, not measured: a cluster of 2 separate species, C2H4N2O in total in a non-equilibrium geometry, with ωB97M-V/def2-TZVPD.

Structure (XYZ):
```
9
C2H4N2O, DFT ωB97M-V/def2-TZVPD
C -1.987 0.623 0.982
C 1.004 -0.301 -0.790
N 2.268 0.947 0.857
N 1.781 0.251 -0.026
O -1.292 1.111 0.139
H -2.794 -0.212 0.835
H 1.103 -0.643 -1.717
H -1.805 0.948 2.101
H 2.635 0.599 1.742
```

Values from the calculation:
- max |F| (eV/A) = 6.24
- total energy (eV) = -7161.7110

natural (NBO) atomic charge list, values in e, 4 entries:
1 C 0.274
2 C -0.049
3 N -0.512
4 N 0.005



Computed, not measured: a structure of composition C29H37N11OPbS, with ωB97M-V/def2-TZVPD.

Structure (XYZ):
```
80
C29H37N11OPbS, DFT ωB97M-V/def2-TZVPD
Pb -0.829 -1.168 0.180
C -5.119 -1.533 -1.725
C -3.776 -1.184 -1.175
N -2.846 -2.006 -0.872
C -2.971 -3.442 -1.157
C -1.958 -4.275 -0.390
N -0.591 -3.728 -0.426
C 0.206 -3.930 -1.648
C 0.166 -2.766 -2.634
N 0.486 -1.439 -2.048
C 1.898 -1.265 -1.722
C 1.799 1.133 -0.554
N 0.386 1.142 -0.606
C -0.323 2.129 -0.999
C 0.160 3.459 -1.471
C -1.797 1.879 -1.003
C -2.720 2.908 -1.101
C -4.072 2.589 -1.135
C -4.450 1.258 -1.131
C -3.460 0.282 -1.051
N -2.170 0.596 -0.959
H -5.227 -2.588 -1.946
H -5.306 -0.968 -2.640
H -5.896 -1.254 -1.009
H -2.844 -3.573 -2.235
H -3.965 -3.812 -0.905
H -1.997 -5.299 -0.776
H -2.250 -4.320 0.661
H -0.091 -4.146 0.350
H -0.107 -4.832 -2.185
H 1.237 -4.115 -1.337
H -0.830 -2.660 -3.064
H 0.844 -2.992 -3.463
H 0.217 -0.726 -2.728
H 2.544 -1.756 -2.463
H 2.108 -1.755 -0.760
H 2.296 2.110 -0.624
H 1.424 0.763 1.543
H -0.194 4.243 -0.799
H -0.262 3.669 -2.456
H 1.241 3.532 -1.541
H -2.409 3.941 -1.152
H -4.818 3.371 -1.191
H -5.493 0.987 -1.200
N 3.843 0.047 -1.219
C 4.297 -0.024 -0.006
C 5.667 -0.314 0.310
C 5.986 -0.573 1.588
C 4.989 -0.537 2.673
C 3.705 -0.213 2.459
C 3.303 0.145 1.127
N 2.146 0.629 0.818
C 2.406 0.204 -1.623
C 2.371 0.923 -2.951
C 3.307 1.788 -3.446
S 2.766 2.403 -4.939
C 1.390 1.407 -4.840
N 1.276 0.716 -3.736
H 4.495 -0.118 -1.988
H 6.395 -0.375 -0.489
H 7.004 -0.838 1.848
H 5.329 -0.769 3.675
H 2.980 -0.157 3.262
H 4.239 2.121 -3.021
H 0.651 1.398 -5.628
C -1.550 2.162 6.375
N -1.347 1.594 5.048
C -2.286 0.743 4.343
C -1.529 0.490 3.059
O -1.983 -0.194 2.131
N -0.318 1.093 3.081
C -0.273 1.743 4.282
N 0.774 2.473 4.657
H -2.586 1.999 6.660
H -1.375 3.238 6.359
H -0.905 1.679 7.110
H -3.232 1.249 4.145
H -2.489 -0.189 4.874
H 1.521 2.641 4.010
H 0.791 2.960 5.539
```

Values from the calculation:
- max |F| (eV/A) = 0.45
- net charge = +4
- total energy (eV) = -65159.8919

Löwdin atomic charge list, values in e, 4 entries:
1 Pb 1.481
2 C 0.024
3 C -0.236
4 N -0.015



Computed, not measured: the molecule C3H2N2O2 in a non-equilibrium geometry, with ωB97M-V/def2-TZVPD.

Structure (XYZ):
```
9
C3H2N2O2, DFT ωB97M-V/def2-TZVPD
C -0.664 0.618 0.011
C -0.923 -0.713 -0.028
C 0.758 0.953 0.000
N 0.057 -1.628 -0.033
N 1.584 -0.173 0.032
O 1.248 2.053 -0.021
O 1.263 -1.358 0.025
H -1.410 1.392 0.061
H -1.912 -1.144 -0.047
```

Values from the calculation:
- max |F| (eV/A) = 6.59
- total energy (eV) = -10212.8634

natural (NBO) atomic charge list, values in e, 4 entries:
1 C -0.215
2 C -0.058
3 C 0.503
4 N -0.094



Computed, not measured: a cluster of 2 separate species, C5H13BrN in total in a non-equilibrium geometry, with ωB97M-V/def2-TZVPD.

Structure (XYZ):
```
20
C5H13BrN, DFT ωB97M-V/def2-TZVPD
C 1.569 -0.869 -0.482
C 0.680 0.553 2.621
C -1.595 -0.133 -2.245
C 0.166 -0.626 -0.464
C -0.520 0.469 1.778
N -0.387 0.353 -1.450
Br -1.209 2.106 1.106
H 1.805 -1.475 0.390
H 2.251 -0.028 -0.414
H 1.894 -1.596 -1.359
H 1.525 1.189 2.336
H 1.050 -0.498 2.663
H 0.369 0.804 3.611
H -1.330 -1.129 -2.476
H -2.533 -0.008 -1.724
H -1.513 0.416 -3.146
H -0.556 -1.446 -0.322
H -1.356 0.074 2.415
H 0.523 0.632 -2.022
H -0.833 1.213 -0.817
```

Values from the calculation:
- max |F| (eV/A) = 3.94
- net charge = +1
- total energy (eV) = -76917.9406

natural (NBO) atomic charge list, values in e, 4 entries:
1 C -0.744
2 C -0.711
3 C -0.395
4 C 0.045



Computed, not measured: the molecule C9H12N2O2S in a non-equilibrium geometry, with ωB97M-V/def2-TZVPD.

Structure (XYZ):
```
26
C9H12N2O2S, DFT ωB97M-V/def2-TZVPD
C 1.004 -1.754 -1.032
C 1.023 -3.293 0.478
C -0.120 -1.225 -0.291
C 1.649 1.054 0.047
C -0.259 1.700 1.697
C -1.499 0.736 1.504
C 0.942 0.954 1.302
C -0.977 -0.231 -0.633
C -1.074 0.082 -2.127
N 1.528 -2.899 -0.588
N -1.808 0.487 0.152
O 1.240 2.127 -0.762
O 2.602 0.347 -0.273
S -0.322 -2.340 1.071
H 1.189 -1.542 -2.110
H 1.241 -4.289 1.019
H -0.231 2.545 1.012
H -0.030 2.197 2.683
H -1.238 -0.108 2.126
H -2.343 1.409 2.035
H 1.124 0.016 1.830
H -0.484 -0.776 -2.557
H -0.860 1.097 -2.394
H -2.069 0.005 -2.564
H -2.181 1.304 -0.283
H 1.955 2.397 -1.344
```

Values from the calculation:
- max |F| (eV/A) = 5.07
- total energy (eV) = -27434.5573

natural (NBO) atomic charge list, values in e, 4 entries:
1 C 0.000
2 C -0.097
3 C -0.327
4 C 0.668



Computed, not measured: a cluster of 10 separate species, C15H50N10O15 in total in a non-equilibrium geometry, with ωB97M-V/def2-TZVPD.

Structure (XYZ):
```
90
C15H50N10O15, DFT ωB97M-V/def2-TZVPD
C -1.873 -4.469 -0.630
O -1.361 -4.081 -1.693
N -2.965 -3.875 -0.044
N -1.235 -5.541 0.000
H -3.087 -2.948 -0.369
H -3.068 -3.978 0.948
H -1.379 -5.844 0.971
H -0.478 -5.918 -0.580
C 4.050 0.524 -1.652
O 3.022 1.059 -2.098
N 4.232 0.297 -0.335
N 4.989 0.036 -2.520
H 5.101 -0.039 0.083
H 3.728 0.869 0.338
H 4.810 0.204 -3.499
H 5.672 -0.610 -2.217
C -1.430 -3.568 2.939
O -2.150 -4.423 2.503
N -0.503 -2.943 2.259
N -1.413 -3.078 4.265
H 0.059 -2.171 2.561
H -0.245 -3.358 1.383
H -0.880 -2.218 4.462
H -2.176 -3.319 4.791
C -0.535 1.807 -4.445
O -0.839 0.653 -4.778
N 0.822 2.174 -4.442
N -1.465 2.786 -4.170
H 1.114 3.131 -4.189
H 1.487 1.459 -4.580
H -2.401 2.585 -4.352
H -1.138 3.610 -3.648
C -3.106 -1.031 -2.438
O -3.648 -1.325 -1.347
N -3.159 0.215 -2.951
N -2.547 -1.998 -3.218
H -2.313 0.385 -3.469
H -3.379 0.924 -2.311
H -2.030 -1.697 -4.026
H -2.255 -2.841 -2.756
C 1.547 -2.409 -2.301
C 1.665 -1.551 -3.565
O 0.720 -1.987 -4.455
O 0.496 -1.893 -1.426
H 2.548 -2.226 -1.832
H 1.461 -3.472 -2.581
H 2.674 -1.766 -3.929
H 1.502 -0.499 -3.278
H 0.226 -1.266 -4.931
H -0.218 -2.490 -1.574
C -0.400 0.064 1.116
C -0.377 1.331 0.356
O -0.136 1.176 -1.071
O 0.769 -0.729 1.058
H -1.133 -0.555 0.532
H -0.519 0.216 2.155
H 0.439 1.945 0.753
H -1.389 1.755 0.474
H 0.485 0.425 -1.225
H 0.802 -1.324 0.300
C 1.789 0.526 4.563
C 2.515 1.205 3.486
O 2.925 0.327 2.443
O 0.514 -0.015 4.206
H 1.785 1.271 5.335
H 2.356 -0.341 4.943
H 3.432 1.640 3.823
H 1.822 2.024 3.207
H 2.202 -0.157 2.099
H -0.152 0.714 4.148
C -4.094 1.300 4.330
C -2.746 0.545 4.155
O -1.676 1.493 4.043
O -3.812 2.383 5.239
H -4.969 0.763 4.670
H -4.372 1.739 3.364
H -2.661 0.029 3.193
H -2.605 -0.242 4.845
H -1.992 2.321 4.432
H -3.904 1.924 6.100
C 1.009 5.138 -1.256
C 2.419 4.610 -1.039
O 2.351 3.292 -0.464
O 0.266 4.120 -1.858
H 1.043 5.968 -1.958
H 0.540 5.418 -0.311
H 2.982 5.312 -0.385
H 2.900 4.622 -2.006
H 2.417 2.619 -1.157
H 0.528 3.261 -1.512
```

Values from the calculation:
- max |F| (eV/A) = 4.04
- structure (SMILES) = NC(N)=O.NC(N)=O.NC(N)=O.NC(N)=O.NC(N)=O.OCCO.OCCO.OCCO.OCCO.OCCO
- total energy (eV) = -61983.4943

Löwdin atomic charge list, values in e, 4 entries:
1 C -0.597
2 O -0.040
3 N 0.199
4 N 0.144



Computed, not measured: the molecule C4H7FN2O3 in a non-equilibrium geometry, with ωB97M-V/def2-TZVPD.

Structure (XYZ):
```
17
C4H7FN2O3, DFT ωB97M-V/def2-TZVPD
C 1.136 -1.868 -0.114
C 0.864 0.617 -0.153
C -0.463 0.996 -0.820
C -1.430 1.653 0.145
H -0.120 -2.877 1.110
H -0.553 -1.203 0.954
H 2.156 -0.630 -1.312
H 1.559 1.422 -0.334
H 0.724 0.560 0.946
H -0.924 0.103 -1.187
H -2.425 1.234 1.667
N 0.176 -1.912 0.869
N 1.430 -0.626 -0.614
O 1.729 -2.864 -0.496
O -1.800 0.756 1.095
O -1.824 2.788 0.113
F -0.231 1.851 -1.867
```

Values from the calculation:
- max |F| (eV/A) = 1.33
- structure (SMILES) = NC(=O)NC[C@H](F)C(=O)O
- total energy (eV) = -16102.8429

natural (NBO) atomic charge list, values in e, 4 entries:
1 C 0.774
2 C -0.259
3 C 0.087
4 C 0.749



Computed, not measured: a structure of composition CH4P2 in a non-equilibrium geometry, with ωB97M-V/def2-TZVPD.

Structure (XYZ):
```
7
CH4P2, DFT ωB97M-V/def2-TZVPD
C 0.400 0.791 0.822
P 1.608 0.410 -0.237
P -1.230 0.798 0.003
H 0.590 0.854 1.868
H 2.484 -0.071 0.897
H -1.337 2.262 -0.201
H 0.617 0.608 -1.683
```

Values from the calculation:
- max |F| (eV/A) = 2.10
- total energy (eV) = -19674.0980

natural (NBO) atomic charge list, values in e, 4 entries:
1 C -0.930
2 P 0.500
3 P 0.307
4 H 0.243



Computed, not measured: the ion C6H8Cl2N with charge +1 in a non-equilibrium geometry, with ωB97M-V/def2-TZVPD.

Structure (XYZ):
```
17
C6H8Cl2N, DFT ωB97M-V/def2-TZVPD
C -0.503 -1.507 1.130
C 0.877 -1.125 1.486
C -1.193 -0.749 0.305
C 1.545 -0.005 1.096
C -0.595 0.552 -0.102
C 1.003 0.698 -0.145
N -0.955 0.782 -1.541
Cl 1.275 2.429 -0.418
Cl 1.673 -0.224 -1.511
H -0.912 -2.371 1.627
H 1.381 -1.777 2.107
H -2.039 -1.008 -0.193
H 2.519 0.218 1.544
H -0.905 1.532 0.461
H -0.582 1.645 -2.004
H -1.930 0.959 -1.821
H -0.659 -0.048 -2.023
```

Values from the calculation:
- max |F| (eV/A) = 3.01
- net charge = +1
- structure (SMILES) = [NH3+][C@H]1C=CC=CC1(Cl)Cl
- total energy (eV) = -32878.2644

natural (NBO) atomic charge list, values in e, 4 entries:
1 C -0.131
2 C -0.178
3 C -0.247
4 C -0.209



Computed, not measured: a cluster of 2 separate species, C4H12 in total in a non-equilibrium geometry, with ωB97M-V/def2-TZVPD.

Structure (XYZ):
```
16
C4H12, DFT ωB97M-V/def2-TZVPD
C 0.012 1.205 -1.321
C 1.469 1.495 -0.939
H -0.728 1.968 -1.095
H -0.006 0.911 -2.373
H -0.336 0.341 -0.767
H 1.869 2.465 -1.234
H 2.080 0.749 -1.447
H 1.597 1.404 0.141
C -1.496 -1.472 0.872
C -0.061 -1.199 1.345
H -1.723 -0.712 0.115
H -1.709 -2.451 0.474
H -2.120 -1.079 1.674
H 0.797 -1.548 0.751
H 0.114 -0.176 1.656
H 0.240 -1.900 2.148
```

Values from the calculation:
- max |F| (eV/A) = 2.44
- structure (SMILES) = CC.CC
- total energy (eV) = -4341.9682

natural (NBO) atomic charge list, values in e, 4 entries:
1 C -0.610
2 C -0.606
3 H 0.203
4 H 0.202



Computed, not measured: a structure of composition C25H49AlBr2F4NO11S5 in a non-equilibrium geometry, with ωB97M-V/def2-TZVPD.

Structure (XYZ):
```
98
C25H49AlBr2F4NO11S5, DFT ωB97M-V/def2-TZVPD
C 1.636 1.101 1.847
C 1.665 -0.262 1.167
Br 2.168 -1.686 2.438
C 0.361 -0.550 0.411
Br 0.666 -2.239 -0.600
Al -1.309 -0.703 1.604
N -2.030 -2.426 1.462
O -0.850 -0.431 3.335
C -2.713 0.744 1.158
F -3.786 0.647 2.037
F -2.171 2.013 1.335
C -3.364 0.777 -0.220
F -4.339 -0.177 -0.286
F -2.461 0.581 -1.215
H 0.920 1.744 1.324
H 2.620 1.571 1.814
H 1.285 1.033 2.875
H 2.463 -0.282 0.434
H 0.279 0.214 -0.364
H -2.887 -2.527 1.995
H -1.345 -3.073 1.841
H -0.886 0.518 3.503
H -3.847 1.751 -0.395
C 3.319 5.956 5.357
C 4.162 5.814 4.082
C 3.754 4.500 3.406
S 2.044 4.200 3.879
O 1.995 3.019 4.698
O 1.192 4.366 2.733
C 1.887 5.632 4.947
H 3.395 6.956 5.784
H 3.661 5.241 6.108
H 3.954 6.653 3.414
H 5.229 5.827 4.299
H 3.808 4.553 2.322
H 4.342 3.658 3.765
H 1.236 5.383 5.781
H 1.450 6.435 4.355
C 5.969 -2.738 6.486
C 7.335 -2.837 5.790
C 7.074 -3.159 4.314
S 5.455 -2.467 3.930
O 4.567 -3.556 3.630
O 5.633 -1.351 3.040
C 5.099 -1.873 5.580
H 6.053 -2.309 7.484
H 5.529 -3.733 6.583
H 7.854 -1.880 5.874
H 7.969 -3.595 6.251
H 7.810 -2.710 3.651
H 7.020 -4.231 4.137
H 4.032 -1.965 5.765
H 5.398 -0.826 5.622
C 3.251 -0.728 -4.081
C 2.267 0.202 -4.804
C 1.792 1.242 -3.784
S 3.114 1.411 -2.585
O 2.622 0.909 -1.330
O 3.728 2.714 -2.693
C 4.195 0.176 -3.296
H 3.792 -1.366 -4.778
H 2.705 -1.371 -3.385
H 2.772 0.701 -5.635
H 1.425 -0.348 -5.208
H 1.591 2.212 -4.232
H 0.914 0.896 -3.238
H 4.725 -0.336 -2.496
H 4.901 0.692 -3.948
C -4.194 -2.474 -5.035
C -2.969 -2.864 -4.196
C -1.939 -3.481 -5.150
S -2.240 -2.733 -6.756
O -2.677 -3.755 -7.678
O -1.139 -1.859 -7.095
C -3.650 -1.752 -6.260
H -4.878 -1.845 -4.474
H -4.738 -3.371 -5.342
H -2.548 -1.973 -3.725
H -3.228 -3.559 -3.399
H -0.915 -3.269 -4.849
H -2.077 -4.555 -5.261
H -4.354 -1.692 -7.087
H -3.284 -0.758 -6.005
C -9.180 -0.359 -1.767
C -8.033 0.378 -1.067
C -6.715 -0.219 -1.578
S -7.062 -0.825 -3.234
O -6.938 -2.262 -3.242
O -6.380 -0.013 -4.214
C -8.804 -0.412 -3.242
H -10.137 0.141 -1.618
H -9.265 -1.373 -1.369
H -8.078 1.440 -1.318
H -8.101 0.294 0.016
H -5.922 0.515 -1.627
H -6.393 -1.067 -0.982
H -9.348 -1.165 -3.807
H -8.907 0.563 -3.717
```

Values from the calculation:
- max |F| (eV/A) = 1.53
- net charge = -1
- total energy (eV) = -262463.8473

Löwdin atomic charge list, values in e, 4 entries:
1 C -0.153
2 C -0.844
3 Br 0.715
4 C -0.696